1.
Formula: C16H48BCaF5O8
Source: the OMol25 dataset
Level of theory: the ωB97M-V functional and the def2-TZVPD basis

Calculated values
Gap between HOMO and LUMO   4.1 eV
Highest occupied orbital energy   -0.333 hartree
LUMO level   -4.97 eV
F_max   4.375 eV Å⁻¹
E   -2441.91981 hartree

The geometry in ORCA input format:
```
! wB97M-V def2-TZVPD RIJCOSX def2/J DEFGRID3
* xyz 0 1
Ca -13.3193 -29.9110 -7.2860
B -8.5141 -30.3009 -5.3505
F -7.2499 -29.8403 -5.3471
F -9.5489 -29.3726 -5.3307
F -8.7611 -30.9711 -6.4659
F -8.6948 -31.1324 -4.2695
F -13.3660 -33.9689 -7.7084
C -5.4195 -35.1899 -9.5184
C -6.5853 -35.5994 -10.4994
O -7.8511 -35.1858 -10.0152
H -4.4966 -35.7450 -9.6865
H -5.6602 -35.3626 -8.4695
H -5.1902 -34.1526 -9.7626
H -6.6122 -36.6689 -10.7079
H -6.3520 -35.1526 -11.4659
H -7.7594 -34.9203 -9.0972
C -7.4081 -36.7720 1.5739
C -7.4051 -35.3503 2.0783
O -6.0778 -35.0999 2.4161
H -8.4408 -37.0180 1.3271
H -7.0646 -37.4335 2.3693
H -6.9062 -36.9094 0.6162
H -7.9592 -35.3103 3.0161
H -7.9615 -34.7004 1.4029
H -5.9883 -34.1651 2.6156
C -15.2639 -23.7403 -9.7307
C -14.0782 -24.5488 -9.6050
O -14.0148 -25.1143 -8.2680
H -16.2118 -24.2725 -9.8096
H -15.1289 -23.1506 -10.6375
H -15.2929 -22.8742 -9.0695
H -13.2710 -23.8885 -9.9220
H -14.0950 -25.4561 -10.2088
H -14.2728 -24.3636 -7.7281
C -2.3685 -32.7213 -2.4544
C -2.5723 -31.2860 -2.1691
O -2.1130 -30.6660 -3.3750
H -2.3391 -33.1896 -1.4706
H -1.3913 -32.8795 -2.9105
H -3.2213 -33.1884 -2.9471
H -2.0453 -31.0050 -1.2573
H -3.6450 -31.1643 -2.0185
H -2.8399 -30.6356 -4.0013
C -16.0307 -28.5323 -0.8259
C -14.9216 -28.6590 -1.8557
O -15.2086 -29.6809 -2.8079
H -16.7248 -29.3627 -0.9554
H -16.6020 -27.6343 -1.0611
H -15.5201 -28.4979 0.1364
H -13.9972 -28.9118 -1.3365
H -14.6901 -27.7203 -2.3590
H -15.6589 -30.4318 -2.4142
C -7.4603 -27.3535 -11.9240
C -8.2096 -26.3607 -12.7982
O -9.1751 -27.0616 -13.4797
H -6.6058 -26.7959 -11.5405
H -7.0189 -28.2408 -12.3777
H -7.9307 -27.6240 -10.9786
H -7.5669 -25.9697 -13.5869
H -8.5337 -25.4939 -12.2223
H -9.7265 -27.5393 -12.8556
C -0.9344 -25.1758 -8.4626
C -1.8060 -24.6616 -7.3578
O -1.9637 -23.2801 -7.4107
H -0.1149 -24.4576 -8.4915
H -1.5421 -25.1972 -9.3672
H -0.4888 -26.1692 -8.4101
H -1.3817 -24.8285 -6.3678
H -2.7690 -25.1350 -7.1666
H -1.1760 -22.8493 -7.0707
C -7.1291 -24.0107 -0.9530
C -6.0786 -23.6708 -1.9877
O -5.0255 -23.0846 -1.2599
H -6.7003 -24.6690 -0.1974
H -8.0950 -24.3059 -1.3628
H -7.3909 -23.1835 -0.2933
H -6.4099 -23.0605 -2.8278
H -5.6502 -24.5290 -2.5055
H -4.3017 -23.1019 -1.8903
*
```

---

2.
Formula: C16H48BN6O5P2S
Source: the OMol25 dataset
Level of theory: the ωB97M-V functional and the def2-TZVPD basis

Calculated values
Gap between HOMO and LUMO   4.8 eV
Highest occupied orbital energy   -0.170 hartree
LUMO level   0.22 eV
F_max   7.820 eV Å⁻¹
E   -2448.58340 hartree

The geometry in ORCA input format:
```
! wB97M-V def2-TZVPD RIJCOSX def2/J DEFGRID3
* xyz -1 1
B 0.1830 -5.1355 8.3633
C 1.4494 -5.3543 7.3076
C 1.6283 -4.1252 6.2250
C 2.6732 -2.9501 6.6894
C 2.3608 -1.4695 6.0382
S 1.6847 -1.5066 4.2916
O 2.0669 -0.1453 3.6051
O 2.2000 -2.6703 3.4106
O -0.0269 -1.5406 4.3373
H 0.5112 -5.0279 9.4867
H -0.5155 -4.2483 8.0039
H -0.5058 -6.1153 8.3181
H 2.4600 -5.6549 7.8556
H 1.1526 -6.3117 6.6595
H 2.0415 -4.6025 5.2128
H 0.5984 -3.6322 5.9434
H 3.7812 -3.2392 6.3567
H 2.7181 -2.8277 7.8591
H 1.6088 -0.8288 6.7066
H 3.3795 -0.8818 6.0100
H -0.3757 -2.4699 4.1410
O -3.3047 0.2744 2.4671
P -2.7692 1.0324 1.2277
N -1.6808 1.9374 2.1643
C -1.4430 3.3661 2.1857
C -0.6756 1.2244 2.9457
N -4.2389 1.9142 1.0440
C -4.5179 3.1228 1.8031
C -5.4454 1.0740 1.0454
N -2.1535 1.9037 -0.1972
C -0.7677 1.7021 -0.5948
C -2.9980 2.2559 -1.3316
H -0.3651 3.5929 2.1887
H -1.8837 3.8113 3.0830
H -1.8414 3.8915 1.3161
H 0.2343 1.0744 2.3584
H -1.0224 0.2408 3.2703
H -0.4080 1.7737 3.8566
H -4.3559 2.9760 2.8769
H -5.5520 3.4625 1.6666
H -3.9084 3.9540 1.4505
H -5.7572 0.8048 2.0609
H -5.2729 0.1497 0.4823
H -6.2792 1.5911 0.5527
H -0.2462 2.6633 -0.6253
H -0.6754 1.2290 -1.5830
H -0.2264 1.0529 0.0957
H -3.4871 3.2171 -1.1533
H -3.7617 1.4938 -1.5158
H -2.4363 2.3684 -2.2661
O 1.6998 2.4703 -6.7376
P 1.1477 1.1158 -6.2296
N 1.5673 1.4676 -4.6230
C 2.2861 0.6632 -3.6563
C 0.9914 2.6534 -3.9974
N 2.4267 0.2341 -6.9766
C 3.7267 0.0695 -6.3457
C 2.6351 0.5662 -8.3936
N 0.5131 -0.4413 -5.6457
C -0.6367 -0.4369 -4.7529
C 0.5856 -1.6667 -6.4314
H 1.7923 0.6833 -2.6720
H 3.3052 1.0415 -3.5299
H 2.3474 -0.3935 -3.9218
H 0.0449 2.4097 -3.5073
H 0.7919 3.4486 -4.7191
H 1.6658 3.0809 -3.2453
H 4.1409 1.0270 -6.0105
H 4.4563 -0.3887 -7.0247
H 3.6669 -0.6192 -5.5038
H 3.2214 1.4836 -8.5185
H 1.6746 0.7000 -8.9041
H 3.1551 -0.2504 -8.9114
H -0.3893 -0.9619 -3.8256
H -1.5191 -0.9197 -5.1968
H -0.9542 0.5731 -4.4876
H 1.5394 -2.1710 -6.2560
H 0.4784 -1.4645 -7.5017
H -0.1947 -2.3909 -6.1700
*
```

---

3.
Formula: C16H48BaNO11
Source: the OMol25 dataset
Level of theory: the ωB97M-V functional and the def2-TZVPD basis

Calculated values
Gap between HOMO and LUMO (alpha / beta)   8.1 / 3.8 eV
⟨S²⟩   0.75
Highest occupied orbital energy (alpha / beta)   -0.524 / -0.520 hartree
LUMO level (alpha / beta)   -6.16 / -10.40 eV
F_max   3.629 eV Å⁻¹
E   -1545.47402 hartree

The geometry in ORCA input format:
```
! wB97M-V def2-TZVPD RIJCOSX def2/J DEFGRID3
* xyz 2 2
Ba 1.9072 -0.6893 3.8811
N -0.2846 -0.1195 0.9290
O 0.6483 -0.7081 0.3719
O -0.1791 0.0370 2.1267
O -1.3901 0.1571 0.3730
C 0.9903 2.1542 -2.9374
C 1.9655 1.4863 -1.9564
O 3.2703 1.3874 -2.5945
H 0.8858 1.5082 -3.8091
H 1.3319 3.0969 -3.3648
H -0.0232 2.2798 -2.5563
H 1.7181 0.4603 -1.6839
H 2.0543 2.0049 -1.0018
H 3.7828 2.1349 -2.2781
C 3.2324 -4.4432 -1.3567
C 2.4555 -3.1606 -1.3710
O 1.2536 -3.3522 -2.0553
H 4.2078 -4.2952 -0.8933
H 3.2754 -4.7494 -2.4020
H 2.7393 -5.2223 -0.7754
H 2.9384 -2.4178 -2.0061
H 2.3337 -2.6900 -0.3954
H 1.4375 -3.6855 -2.9366
C 2.0172 4.2812 1.8155
C 1.0628 3.0524 1.9456
O 1.6507 2.1492 2.8781
H 1.5347 5.0492 1.2110
H 3.0044 3.9321 1.5126
H 2.1608 4.7117 2.8065
H 0.8408 2.4591 1.0585
H 0.0564 3.0711 2.3637
H 1.8833 2.8226 3.5215
C -5.7029 -2.4153 -0.4743
C -4.6265 -1.3936 -0.6475
O -3.4672 -1.8350 -0.0662
H -5.9428 -2.4105 0.5889
H -5.4046 -3.4217 -0.7683
H -6.6900 -2.2420 -0.9030
H -4.9836 -0.4306 -0.2824
H -4.3661 -1.1474 -1.6769
H -3.2167 -1.1817 0.5912
C -0.5380 -1.3084 -4.5591
C -1.4759 -0.5555 -3.7557
O -1.3474 -0.8676 -2.3259
H -0.7292 -1.2643 -5.6313
H -0.6141 -2.3641 -4.2988
H 0.5026 -1.0183 -4.4134
H -2.5357 -0.7356 -3.9356
H -1.3332 0.4995 -3.9897
H -1.2127 -0.0757 -1.8003
C -3.7232 3.4822 -0.4785
C -2.3595 3.1082 -1.0318
O -2.1211 3.8996 -2.2096
H -4.1106 2.8269 0.3017
H -4.3802 3.2865 -1.3260
H -3.9295 4.5226 -0.2268
H -2.3312 2.0262 -1.1607
H -1.7159 3.5422 -0.2667
H -2.2763 4.8267 -2.0149
C 5.1695 -2.1308 0.9166
C 4.4070 -0.8710 0.5685
O 3.2685 -0.5646 1.4156
H 6.0301 -2.1428 0.2478
H 4.5196 -2.9976 0.7966
H 5.4582 -2.1051 1.9673
H 4.1557 -0.8504 -0.4919
H 5.0840 -0.0263 0.6966
H 2.5199 -0.3439 0.8567
C -2.3022 -0.4263 5.1038
C -1.4498 -1.4763 5.7155
O -0.1314 -1.0845 5.5920
H -2.0164 -0.2664 4.0641
H -2.2308 0.5260 5.6292
H -3.3412 -0.7399 5.0024
H -1.5317 -2.4070 5.1541
H -1.7052 -1.6510 6.7606
H -0.0348 -0.4980 6.3458
*
```